Formula: C5H27NO9
Source: the OMol25 dataset
Level of theory: wB97M-V/def2-TZVPD

## Properties
energy relative to the best compared isomer or geometry (same formula, charge and spin) = 72.45 kcal per mole
charge = 0
orbital gap = 9.70 eV
structure (SMILES) = CC(C)[C@H](N)C=O.O.O.O.O.O.O.O.O
max |F| = 0.04175 Eh/bohr
HOMO = -0.3580 Eh

Each atom is followed by the atoms it is bonded to, with distances in Å.
CARTESIAN COORDINATES (ANGSTROEM)
1 C -0.2616 3.8667 -0.5035  C2 1.568, H8 1.088, H9 1.086, H10 1.097
2 C -0.6521 2.3579 -0.3354  C1 1.568, C3 1.522, C4 1.541, H11 1.092
3 C -2.1241 2.1906 0.0139  C2 1.522, H12 1.091, H13 1.064, H14 1.074
4 C -0.2339 1.5842 -1.6013  C2 1.541, N5 1.461, C6 1.535, H15 1.084
5 N -1.3034 1.4477 -2.5873  C4 1.461, H16 1.011, H17 1.015
6 C 0.0768 0.1528 -1.1435  C4 1.535, O7 1.204, H18 1.104
7 O 1.1861 -0.1602 -0.7960  C6 1.204
8 H -1.1776 4.4141 -0.2915  C1 1.088
9 H 0.7087 4.0069 -0.0367  C1 1.086
10 H -0.1041 4.0587 -1.5720  C1 1.097
11 H -0.0924 1.9448 0.5058  C2 1.092
12 H -2.7290 2.6087 -0.7918  C3 1.091
13 H -2.4101 2.7818 0.8516  C3 1.064
14 H -2.4038 1.1597 0.1250  C3 1.074
15 H 0.6790 2.0065 -2.0044  C4 1.084
16 H -1.5574 2.3765 -2.8965  N5 1.011
17 H -1.0529 0.9206 -3.4181  N5 1.015
18 H -0.7970 -0.5200 -1.0833  C6 1.104
19 O 2.0916 -3.6415 0.3725  H20 0.957, H21 0.960
20 H 2.0448 -3.6784 1.3279  O19 0.957
21 H 1.2380 -3.8485 -0.0157  O19 0.960
22 O 0.3338 -0.1540 -4.5345  H23 0.963, H24 0.960
23 H -0.0394 -0.7830 -5.1608  O22 0.963
24 H 0.2794 -0.5575 -3.6650  O22 0.960
25 O -1.6631 -1.6106 1.3019  H26 0.963, H27 0.964
26 H -1.4348 -0.8038 1.7748  O25 0.963
27 H -1.7975 -2.2759 1.9859  O25 0.964
28 O -1.9776 -0.6944 4.4386  H29 0.967, H30 0.965
29 H -1.9420 0.2500 4.2343  O28 0.967
30 H -2.9254 -0.8683 4.3865  O28 0.965
31 O 3.2808 2.9919 -0.0481  H32 0.958, H33 0.956
32 H 2.9038 2.1286 0.1282  O31 0.958
33 H 3.1037 3.3604 -0.9122  O31 0.956
34 O 1.4469 -2.9234 3.6954  H35 0.970, H36 0.966
35 H 0.5565 -2.5425 3.6342  O34 0.970
36 H 1.8514 -2.4444 2.9605  O34 0.966
37 O 1.5848 -0.3402 1.9590  H38 0.956, H39 0.958
38 H 1.5633 0.1845 2.7577  O37 0.956
39 H 2.4567 -0.5576 1.6255  O37 0.958
40 O -1.7413 -3.2679 -1.6614  H41 0.960, H42 0.959
41 H -1.3815 -2.4382 -1.3390  O40 0.960
42 H -2.6823 -3.1638 -1.8128  O40 0.959

=====

Formula: C5H28N2O10
Source: the OMol25 dataset
Level of theory: wB97M-V/def2-TZVPD

## Properties
energy relative to the best compared isomer or geometry (same formula, charge and spin) = 67.25 kcal per mole
charge = 0
orbital gap = 9.52 eV
structure (SMILES) = [H]/N=C\NCCCC=O.O.O.O.O.O.O.O.O.O
max |F| = 0.04287 Eh/bohr
HOMO = -0.3413 Eh

Each atom is followed by the atoms it is bonded to, with distances in Å.
CARTESIAN COORDINATES (ANGSTROEM)
1 H -1.1052 1.7507 3.2881  N2 1.020
2 N -0.8986 2.7208 3.0490  H1 1.020, C3 1.250
3 C -0.2948 2.8216 1.9594  N2 1.250, N4 1.393, H10 1.093
4 N 0.1557 1.8026 1.1236  C3 1.393, C5 1.439, H11 1.021
5 C 0.5219 2.0765 -0.2413  N4 1.439, C6 1.540, H12 1.087, H13 1.056
6 C -0.5610 1.7744 -1.2943  C5 1.540, C7 1.534, H14 1.079, H15 1.081
7 C -0.4742 0.3643 -1.8908  C6 1.534, C8 1.520, H16 1.089, H17 1.096
8 C 0.7175 0.0821 -2.7917  C7 1.520, O9 1.203, H18 1.104
9 O 1.3494 -0.9394 -2.7336  C8 1.203
10 H 0.0658 3.7877 1.5958  C3 1.093
11 H -0.4277 0.9862 1.3107  N4 1.021
12 H 1.3348 1.4202 -0.5419  C5 1.087
13 H 0.9084 3.0501 -0.3744  C5 1.056
14 H -1.5099 1.7677 -0.7811  C6 1.079
15 H -0.5643 2.5612 -2.0359  C6 1.081
16 H -1.3927 0.0386 -2.3766  C7 1.089
17 H -0.2781 -0.2482 -1.0034  C7 1.096
18 H 0.9732 0.9419 -3.4346  C8 1.104
19 O 3.3031 0.1916 0.5882  H20 0.970, H21 0.966
20 H 2.6885 0.6929 1.1463  O19 0.970
21 H 3.8488 -0.2516 1.2513  O19 0.966
22 O 0.9944 -1.6745 1.0672  H23 0.963, H24 0.962
23 H 1.6328 -1.1309 0.5927  O22 0.963
24 H 0.5291 -1.0946 1.6777  O22 0.962
25 O -0.4470 -3.5582 -0.5103  H26 0.965, H27 0.972
26 H -0.4546 -3.8337 0.4140  O25 0.965
27 H 0.5000 -3.3716 -0.6208  O25 0.972
28 O 2.6978 -3.2000 -0.7891  H29 0.960, H30 0.955
29 H 2.9323 -3.3344 -1.7099  O28 0.960
30 H 3.0834 -2.4125 -0.4116  O28 0.955
31 O -3.7633 1.3858 1.4821  H32 0.961, H33 0.960
32 H -3.5441 2.2009 1.0221  O31 0.961
33 H -3.0773 1.2109 2.1313  O31 0.960
34 O -3.2981 -2.2832 -1.1106  H35 0.969, H36 0.963
35 H -2.4247 -2.7034 -1.0959  O34 0.969
36 H -3.8875 -2.9582 -0.7588  O34 0.963
37 O -0.9514 -0.5964 3.4180  H38 0.970, H39 0.961
38 H -1.4041 -0.9241 2.6250  O37 0.970
39 H -1.4129 -0.9044 4.2032  O37 0.961
40 O -1.9961 -0.6183 0.8102  H41 0.967, H42 0.964
41 H -2.9319 -0.3989 0.9168  O40 0.967
42 H -1.8526 -1.1648 0.0295  O40 0.964
43 O 3.0034 2.1453 -2.9180  H44 0.965, H45 0.960
44 H 3.2109 1.2085 -2.8115  O43 0.965
45 H 3.2356 2.5239 -2.0671  O43 0.960

=====

Formula: C5H28N2O7
Source: the OMol25 dataset
Level of theory: wB97M-V/def2-TZVPD

## Properties
energy relative to the best compared isomer or geometry (same formula, charge and spin) = 44.35 kcal per mole
charge = 0
orbital gap = 8.59 eV
structure (SMILES) = C[C@H](N)CN(C)C.O.O.O.O.O.O.O
max |F| = 0.04655 Eh/bohr
HOMO = -0.3063 Eh

Each atom is followed by the atoms it is bonded to, with distances in Å.
CARTESIAN COORDINATES (ANGSTROEM)
1 C 0.7816 1.8254 3.4692  C2 1.537, H8 1.092, H9 1.104, H10 1.085
2 C 1.6300 1.4844 2.2334  C1 1.537, N3 1.451, C4 1.566, H11 1.093
3 N 2.7031 2.4179 1.9438  C2 1.451, H12 1.014, H13 1.014
4 C 0.6689 1.3603 1.0030  C2 1.566, N5 1.457, H14 1.098, H15 1.095
5 N 0.7919 0.0284 0.4263  C4 1.457, C6 1.473, C7 1.466
6 C 0.7789 0.0482 -1.0468  N5 1.473, H16 1.087, H17 1.096, H18 1.116
7 C -0.1009 -1.0067 0.9556  N5 1.466, H19 1.101, H20 1.076, H21 1.086
8 H -0.1456 1.2518 3.5279  C1 1.092
9 H 1.3349 1.7397 4.4210  C1 1.104
10 H 0.6249 2.8987 3.4934  C1 1.085
11 H 2.0678 0.5042 2.4371  C2 1.093
12 H 2.4108 3.3892 1.9588  N3 1.014
13 H 3.4157 2.3948 2.6646  N3 1.014
14 H -0.3473 1.7287 1.1945  C4 1.098
15 H 1.1322 2.0170 0.2588  C4 1.095
16 H 1.6501 -0.4463 -1.4688  C6 1.087
17 H 0.8558 1.0286 -1.5312  C6 1.096
18 H -0.2308 -0.2468 -1.4201  C6 1.116
19 H 0.3229 -1.4099 1.8886  C7 1.101
20 H -1.0439 -0.5598 1.2198  C7 1.076
21 H -0.2223 -1.8246 0.2514  C7 1.086
22 O -3.7768 -0.4064 1.6568  H23 0.967, H24 0.956
23 H -3.6866 0.3366 1.0437  O22 0.967
24 H -2.8673 -0.5567 1.9097  O22 0.956
25 O 3.7066 -0.1467 -0.6566  H26 0.953, H27 0.955
26 H 3.6602 -0.9504 -0.1463  O25 0.953
27 H 3.4884 0.6198 -0.1301  O25 0.955
28 O -0.9834 0.3862 -4.6182  H29 0.957, H30 0.964
29 H -0.8681 1.2828 -4.3053  O28 0.957
30 H -0.8813 -0.2100 -3.8680  O28 0.964
31 O -1.0216 -1.5865 -2.6003  H32 0.963, H33 0.960
32 H -1.7379 -2.1863 -2.3675  O31 0.963
33 H -0.1689 -2.0229 -2.5385  O31 0.960
34 O -3.1032 -2.2608 -0.6855  H35 0.961, H36 0.959
35 H -3.4262 -1.5934 -0.0744  O34 0.961
36 H -3.1787 -3.0692 -0.1759  O34 0.959
37 O 1.3664 -3.1763 -1.0017  H38 0.960, H39 0.960
38 H 2.1089 -2.8061 -1.4844  O37 0.960
39 H 1.5494 -3.1112 -0.0617  O37 0.960
40 O -2.9329 1.1230 -2.3797  H41 0.953, H42 0.942
41 H -2.7416 0.1935 -2.4626  O40 0.953
42 H -3.5839 1.5176 -2.9339  O40 0.942

=====

Formula: C5H28O11
Source: the OMol25 dataset
Level of theory: wB97M-V/def2-TZVPD

## Properties
energy relative to the best compared isomer or geometry (same formula, charge and spin) = 11.37 kcal per mole
charge = 0
orbital gap = 10.44 eV
structure (SMILES) = O=CCCCCO.O.O.O.O.O.O.O.O.O
max |F| = 0.12089 Eh/bohr
HOMO = -0.3695 Eh

Each atom is followed by the atoms it is bonded to, with distances in Å.
CARTESIAN COORDINATES (ANGSTROEM)
1 O -1.4276 3.1165 1.1873  C2 1.218
2 C -0.8182 2.4473 0.3725  O1 1.218, C3 1.556, H8 1.103
3 C 0.0297 1.2291 0.8412  C2 1.556, C4 1.507, H9 1.156, H10 1.112
4 C 0.7536 0.7140 -0.3761  C3 1.507, C5 1.610, H11 1.166, H12 1.130
5 C 2.2063 1.2858 -0.7702  C4 1.610, C6 1.557, H13 1.110, H14 1.115
6 C 3.4241 0.5200 -0.1747  C5 1.557, O7 1.443, H15 1.129, H16 1.087
7 O 3.4663 -0.8630 -0.5843  C6 1.443, H17 1.001
8 H -0.8452 2.6699 -0.7070  C2 1.103
9 H 0.8216 1.7970 1.4638  C3 1.156
10 H -0.5981 0.5683 1.4774  C3 1.112
11 H 0.9265 -0.4236 -0.1859  C4 1.166
12 H -0.1094 0.7356 -1.1048  C4 1.130
13 H 2.2961 2.3650 -0.5286  C5 1.110
14 H 2.1686 1.1767 -1.8791  C5 1.115
15 H 4.3275 1.0995 -0.5246  C6 1.129
16 H 3.3956 0.3659 0.9007  C6 1.087
17 H 2.9482 -1.0129 -1.4281  O7 1.001
18 O -1.7623 -0.7600 3.7294  H19 0.995, H20 0.958
19 H -1.6387 0.1823 3.4354  O18 0.995
20 H -2.3523 -0.7139 4.4830  O18 0.958
21 O -2.7760 -1.0589 -1.3114  H22 0.982, H23 0.913
22 H -2.9736 -0.8855 -0.3654  O21 0.982
23 H -1.9034 -1.3275 -1.3096  O21 0.913
24 O -0.4578 -2.7445 -0.2436  H25 0.990, H26 0.924
25 H -0.9188 -2.1689 0.4173  O24 0.990
26 H 0.2592 -3.1951 0.1264  O24 0.924
27 O -1.4216 1.9323 3.5715  H28 1.019, H29 0.893
28 H -1.7091 2.4478 2.7410  O27 1.019
29 H -0.8257 2.5212 3.8805  O27 0.893
30 O 0.4819 0.1393 -3.1211  H31 1.022, H32 0.965
31 H -0.5188 0.2785 -2.9680  O30 1.022
32 H 0.5634 0.0659 -4.0797  O30 0.965
33 O 1.7074 -1.6102 1.3678  H34 0.876, H35 0.997
34 H 2.0631 -2.1354 1.9724  O33 0.876
35 H 2.4361 -1.6055 0.6879  O33 0.997
36 O 2.0250 -2.1455 -2.5052  H37 0.936, H38 0.918
37 H 1.4074 -1.5118 -2.8112  O36 0.936
38 H 1.6546 -2.8355 -2.0260  O36 0.918
39 O -2.0859 0.8647 -2.9471  H40 1.019, H41 0.976
40 H -2.3240 0.2423 -2.1756  O39 1.019
41 H -2.8168 0.6868 -3.5689  O39 0.976
42 O -2.9194 -0.9583 1.3497  H43 0.997, H44 0.944
43 H -2.3911 -0.9215 2.1941  O42 0.997
44 H -3.7686 -0.5741 1.4968  O42 0.944